Record 1
11
Properties=species:S:1:pos:R:3:forces:R:3 method="wB97M-V/def2-TZVPD" lumo_ev=-0.05 homo_energy_ha=-0.3014 de_lowest_kcal_mol=14.9 total_charge=0 smiles="N/C=C/C(=S)S"
S 1.72127 1.85403 -0.00064 -0.07 -0.25 0.02
S 2.72008 -0.96273 -0.00119 0.25 0.64 0.03
N -2.27956 -0.17492 0.00404 0.42 -0.16 0.04
C -1.01670 0.31547 0.00446 -0.44 0.88 -0.19
C 1.40980 0.23374 0.00134 0.46 0.13 -0.07
C 0.12610 -0.40756 -0.00975 -0.13 0.18 0.12
H 3.73445 -0.04777 0.02584 -0.53 -0.44 -0.02
H -0.93639 1.42926 -0.01091 -0.06 -1.03 0.06
H -2.48640 -1.15283 0.01490 0.30 -0.33 0.00
H 0.09672 -1.48551 -0.00627 -0.07 -0.22 -0.01
H -3.08938 0.39882 -0.02182 -0.13 0.61 0.01

=====

Record 2
99
Properties=species:S:1:pos:R:3:forces:R:3 method="wB97M-V/def2-TZVPD" lumo_ev=-2.12 homo_energy_ha=-0.4142 de_lowest_kcal_mol=0.0 total_charge=+1
Zn 1.58529 -0.36484 1.66356 1.95 0.74 -0.20
Zn -1.96902 1.90097 -1.29613 -0.81 1.10 -0.13
P -0.27657 0.57875 0.09996 1.12 1.30 1.03
O 3.63591 1.35411 -3.78860 -0.27 -0.89 0.33
O -3.49694 -0.33527 -4.20827 0.05 0.32 0.20
O 3.38181 0.87479 2.28257 0.32 -1.12 0.84
O 0.15679 -3.53565 0.81395 -0.04 0.11 0.10
O 0.10367 -0.87403 0.54428 -2.46 -0.46 -1.13
O -3.53109 3.12940 -0.48235 -1.40 -0.44 -0.33
O -0.90738 -2.99251 -1.63281 0.14 -0.51 0.09
O -1.62179 1.21642 0.53534 0.48 -1.29 1.13
O 2.24127 -1.75871 2.99937 -0.86 -0.52 -0.10
O 0.42710 0.14243 3.43425 0.81 -0.54 0.99
O 0.92799 1.30731 0.78637 -0.69 0.79 -0.74
O 5.29753 -2.62255 -0.98641 -0.50 -0.58 0.18
O -4.25375 -0.73311 3.80203 0.79 -0.05 -0.16
O -0.35917 0.85209 -1.41400 0.85 -1.31 -0.33
O -0.85339 3.66556 -1.27917 -0.98 0.07 -0.28
N 0.79303 4.07351 0.21687 -0.05 -0.32 0.19
N -2.53258 -1.62873 2.59329 -0.52 0.39 0.43
N 2.76943 1.62631 -1.71778 -1.27 -1.17 0.41
N 1.42576 0.86695 -3.41835 -0.71 -0.35 0.75
N -2.59713 0.63921 3.01037 0.40 -0.19 0.46
N 3.03704 -0.82647 0.09110 1.04 -0.07 1.40
N -3.64887 0.69248 -1.59456 0.63 0.02 0.79
N -0.02115 5.78096 -1.07687 -0.40 -1.37 0.69
C 1.06426 -2.09542 3.79039 0.24 -0.74 -0.39
C 3.04004 -2.28914 -0.13714 1.33 0.24 -1.62
C -4.63832 2.30946 -0.00668 1.27 0.09 0.80
C 3.27191 2.05318 3.03839 -1.19 1.35 -0.67
C -0.09756 4.46391 -0.71642 1.37 0.27 -0.21
C -3.33062 -0.72872 -1.83500 0.18 0.17 -0.25
C -4.71718 -1.01217 -4.47170 0.48 -0.07 -0.39
C -2.70356 -0.92871 -3.20741 -0.47 -0.51 0.45
C 0.67140 -0.82835 4.48446 -0.90 0.17 0.92
C -1.69737 -3.83646 -0.80440 -0.82 1.19 0.66
C 4.35332 0.93487 1.25634 0.10 1.74 -0.32
C 2.68118 1.20555 -3.03117 1.04 2.08 -1.44
C 6.11563 -3.23357 -1.95762 0.26 0.05 -0.67
C -4.41122 0.81428 -0.32361 -1.33 1.43 -0.90
C -3.67971 4.45654 0.00094 0.98 0.52 -0.58
C -3.20381 -0.58361 3.18732 -0.52 0.03 -0.05
C -1.07663 -4.18793 0.58139 0.50 -0.40 -0.42
C 4.41703 -0.33819 0.45844 -1.05 0.01 0.12
C 3.92251 -2.69202 -1.32793 -0.07 0.32 -0.40
H 1.90909 1.54586 -1.19044 0.33 0.46 0.36
H 3.51370 2.19127 -1.36466 0.19 0.11 -0.44
H 3.67394 -3.71081 -1.64780 -0.06 0.00 0.08
H -4.55075 2.49342 1.06681 -0.76 -0.48 0.15
H -2.60876 -1.06604 -1.09086 -0.18 0.05 0.16
H 6.23115 -2.60158 -2.84767 0.31 0.33 0.29
H 4.91017 -0.12801 -0.48765 0.68 -0.18 0.27
H 2.68136 2.76926 2.44093 0.40 0.13 -0.12
H -0.28105 0.71972 3.74573 -0.22 0.08 -0.52
H -3.48446 4.54354 1.07207 -0.32 -0.29 0.09
H 0.05816 -2.58077 0.62957 -0.02 -0.27 0.24
H -3.05809 1.38636 3.50127 -0.13 0.12 -0.30
H -0.26099 -0.90057 5.05108 0.00 -0.51 -0.10
H -4.64290 4.87696 -0.28591 -0.11 -0.10 0.17
H 1.41239 -0.51058 5.22397 0.28 0.30 -0.43
H 1.32598 -3.02008 4.30464 -0.20 0.50 0.93
H 2.62007 1.94974 3.90449 0.41 -0.72 0.20
H 5.33484 1.22600 1.65196 0.03 -0.55 0.29
H -4.29778 1.00660 -2.31067 0.31 -0.05 -0.31
H -1.70062 -1.47834 2.04824 0.07 -0.21 -0.06
H -0.53354 -2.30088 -1.07216 0.09 0.10 -0.16
H 3.53678 -2.80784 0.68252 -0.62 0.14 0.50
H -0.66850 6.09944 -1.77200 0.34 0.37 -0.19
H -2.58344 -2.00823 -3.34141 -0.06 -0.02 -0.22
H 3.02950 -2.07146 3.44875 0.17 0.20 -0.13
H -4.26845 -1.28096 -1.72249 0.19 -0.29 0.00
H -1.69602 -0.51697 -3.22546 -0.09 0.32 -0.17
H 0.66093 0.92912 -2.73139 0.63 -0.30 -0.49
H 1.48713 4.68733 0.60226 -0.16 0.26 -0.07
H 0.90322 3.07907 0.43723 -0.26 -0.10 -0.02
H 4.91886 -1.09528 1.05486 0.16 -0.15 -0.29
H 5.73661 -4.15986 -2.40966 -0.36 -0.16 0.68
H -2.96141 -2.52195 2.75625 0.23 -0.15 -0.31
H -5.39533 -1.11792 -3.61896 0.13 0.20 0.14
H 3.75826 -2.02350 -2.18869 -0.25 -0.07 0.01
H 2.03843 -2.64388 -0.35067 -0.14 -0.07 0.35
H -0.86375 -5.25406 0.65688 -0.03 0.00 -0.03
H -5.19035 -0.41080 -5.24271 -0.21 -0.22 -0.06
H -5.39897 0.43891 -0.60922 -0.06 -0.37 0.77
H -4.03730 0.32834 0.56635 0.59 -0.46 -0.42
H 2.88291 -0.27506 -0.75137 -0.75 -0.41 -0.16
H -5.61152 2.63998 -0.37102 0.21 0.39 -0.23
H -2.07748 0.81917 2.13871 -0.41 0.29 0.25
H -1.79174 -3.94103 1.37188 -0.08 -0.04 -0.07
H -4.48475 -2.01497 -4.84100 -0.21 -0.03 -0.11
H -2.89593 5.03044 -0.49344 -0.12 0.05 -0.02
H 0.81392 6.23590 -0.76598 -0.20 0.79 -0.40
H -2.60564 -3.26544 -0.54666 -0.13 -0.21 -0.20
H 7.05935 -3.44930 -1.46608 0.18 0.12 -0.24
H 4.11905 1.82678 0.65075 -0.28 -0.36 -0.27
H 1.22019 0.41316 -4.28801 0.55 0.10 -0.20
H 0.23515 -2.42529 3.15815 0.36 0.29 -0.55
H 4.22010 2.52382 3.29388 0.17 -0.34 0.09
H -2.03685 -4.69159 -1.38178 0.39 -0.15 -0.03

=====

Record 3
20
Properties=species:S:1:pos:R:3:forces:R:3 method="wB97M-V/def2-TZVPD" lumo_ev=0.85 homo_energy_ha=-0.3283 de_lowest_kcal_mol=43.7 total_charge=0 smiles=CNCCCCS
S -0.41501 -2.87159 2.09534 -1.09 -1.76 -0.13
N 0.29886 1.32434 -1.40502 2.74 1.15 2.67
C -0.52015 2.42277 -1.74304 -1.64 0.77 -3.34
C 0.00083 -1.17351 2.21872 -2.19 1.84 -4.57
C -0.33229 0.16057 -0.94258 -0.56 -2.26 -0.25
C 0.98218 -0.69738 1.07437 0.55 -0.87 -1.11
C 0.61363 -0.94483 -0.46498 -0.16 0.24 1.24
H 0.43726 -1.04467 3.10954 1.91 0.34 3.37
H -1.10289 0.34425 -0.19965 -0.31 0.06 0.55
H 1.97120 -1.26444 1.00844 -1.01 0.96 1.54
H 1.56582 -0.94917 -1.04221 -0.65 0.37 0.32
H -0.38979 3.21199 -1.04783 -0.57 0.86 0.83
H -1.60150 -2.91547 1.38960 0.91 0.49 0.43
H -1.59697 2.15179 -1.94134 0.90 0.34 0.54
H -0.82873 -0.30800 -1.75149 -0.95 -0.13 -1.23
H -0.15604 2.86164 -2.71116 -0.43 -0.29 0.56
H -0.92371 -0.47697 2.28532 1.33 -1.23 -0.42
H 1.09113 0.40105 1.27488 0.52 -0.87 -0.46
H 0.18824 -1.97410 -0.67378 0.22 1.15 0.69
H 0.71792 1.74175 -0.53313 0.48 -1.18 -1.24

=====

Record 4
17
Properties=species:S:1:pos:R:3:forces:R:3 method="wB97M-V/def2-TZVPD" lumo_ev=0.83 homo_energy_ha=-0.3940 de_lowest_kcal_mol=16.2 total_charge=0 smiles=CC(C)C.O
O 3.33755 3.54496 0.20133 0.14 -0.09 0.40
C 0.13786 -1.66997 0.74123 -0.08 0.58 -0.69
C -0.68507 0.65991 0.40661 0.32 -0.41 -0.18
C -1.68826 -1.34657 -0.94097 1.04 0.93 1.17
C -0.43075 -0.69051 -0.27803 0.12 0.21 -0.90
H 1.11085 -1.20858 0.92336 0.58 -1.30 0.11
H -0.00961 -2.66712 0.28705 1.15 0.18 0.61
H 2.53585 4.00900 -0.05121 0.08 -0.05 -0.27
H -0.07462 0.76900 1.31207 0.33 0.12 -0.41
H -1.28062 -1.85525 -1.79259 -0.64 -0.36 -0.72
H -2.09683 -2.04362 -0.22933 -0.12 -0.62 0.20
H -0.35811 -1.64587 1.70986 -0.50 0.04 -0.08
H -0.46787 1.48382 -0.30127 -0.67 -0.17 0.66
H -2.50540 -0.65841 -1.10093 0.03 0.35 -0.79
H 0.36072 -0.54977 -1.11370 -1.15 -0.20 1.34
H 3.80295 3.27390 -0.59381 -0.22 0.13 -0.13
H -1.68861 0.59508 0.82031 -0.38 0.66 -0.33

=====

Record 5
19
Properties=species:S:1:pos:R:3:forces:R:3 method="wB97M-V/def2-TZVPD" lumo_ev=-5.47 homo_energy_ha=-0.4961 de_lowest_kcal_mol=91.7 total_charge=+1
N 2.10245 1.76604 1.21277 0.21 0.10 0.20
C 0.08968 -0.52200 -1.10212 -3.19 0.57 1.79
C -2.56538 -0.23170 0.37166 1.90 -0.49 -0.94
C -1.45510 -0.84239 1.13633 -0.20 -0.15 0.18
C 0.85857 -1.52357 -1.76391 0.64 -0.42 -0.16
C -1.01828 -0.27434 -0.19884 0.81 0.41 -0.73
C 0.00020 0.81321 -0.58084 -0.04 -0.04 0.21
H 0.80810 1.15676 0.11047 -0.08 -0.25 -0.24
H -0.35191 1.62817 -1.20051 -0.21 -0.01 -0.30
H 1.95272 2.75804 1.35380 0.08 0.05 0.04
H -1.07662 -0.31930 2.00701 0.03 0.09 -0.08
H 0.40525 -1.69336 -2.75093 -0.10 0.12 -0.01
H 0.79666 -2.48560 -1.25207 -0.03 0.01 0.02
H 2.12928 1.33181 2.12662 0.12 0.02 0.09
H -3.26111 -0.85797 -0.16285 0.00 -0.12 -0.01
H 1.88858 -1.20819 -1.92087 0.00 -0.05 -0.05
H -1.43517 -1.91919 1.23633 -0.06 -0.05 -0.09
H -2.88247 0.77279 0.59200 0.07 0.15 0.00
H 3.01454 1.65078 0.78594 0.06 0.06 0.10

=====

Record 6
99
Properties=species:S:1:pos:R:3:forces:R:3 method="wB97M-V/def2-TZVPD" lumo_ev=3.53 homo_energy_ha=-0.0387 de_lowest_kcal_mol=17.1 total_charge=-2
Rb 0.58062 -0.75445 -0.52077 -1.44 1.00 0.52
S -1.95054 2.54682 0.59384 0.11 -0.14 -0.14
O 2.79539 -0.67238 -1.74895 0.83 0.07 -0.48
O 2.01099 -2.77654 -0.35062 0.69 -0.91 0.09
O 1.40625 -5.37854 0.20119 0.23 -0.10 0.03
O 3.12522 -6.30565 1.11692 -0.08 0.05 -0.07
O 7.57562 -4.36691 -2.67342 0.01 -0.03 0.16
O 7.07866 -6.16859 -1.59867 0.05 0.14 0.06
O 4.68302 -0.71383 -2.77291 -0.09 0.05 0.06
O -2.38322 1.13290 0.71114 -0.07 -0.10 0.06
N 2.60413 -5.49266 0.35892 -0.10 0.11 0.01
N 6.82769 -5.02255 -1.95772 -0.14 -0.13 -0.29
N 3.82642 -1.22909 -2.06942 -0.04 -0.34 0.06
C -5.99458 2.02859 -2.64012 0.00 0.00 -0.01
C 2.26585 -1.18096 3.87459 -0.06 -0.06 0.08
C 4.05362 -2.59934 -1.59218 0.04 0.26 -0.11
C -2.97911 1.63254 3.65215 0.02 0.00 0.00
C -1.14668 -0.26249 -3.22900 -0.11 -0.02 0.04
C -0.31894 -2.38929 -3.10672 -0.02 0.04 -0.04
C -2.16641 -3.49780 -1.66409 -0.03 -0.07 0.08
C -3.46169 3.55529 0.45910 -0.13 0.16 -0.06
C -0.09140 -1.10427 -3.64504 0.04 -0.01 0.06
C -5.26582 2.03065 -0.35047 0.00 0.03 -0.02
C 3.76689 1.95388 0.10961 0.06 0.06 -0.06
C -1.46583 3.06954 2.26298 0.01 0.08 0.14
C 5.24757 -3.15490 -1.96777 -0.07 -0.10 0.07
C 1.04325 -0.67122 -4.52611 0.06 0.01 -0.06
C 0.54271 -3.60694 -3.27727 0.06 -0.05 -0.04
C -3.13399 4.01650 3.87812 0.00 -0.01 0.02
C 4.69224 -5.17864 -0.77366 -0.09 0.07 0.04
C 4.21788 -0.91083 1.45674 0.05 -0.08 -0.06
C 3.49528 -4.62866 -0.41999 -0.10 -0.24 0.08
C 5.57411 -4.44226 -1.55976 0.15 0.05 0.00
C -2.03996 -1.03251 -2.44985 -0.01 0.04 -0.02
C 2.06289 2.08643 2.05912 0.07 -0.03 0.08
C 0.81371 1.58550 4.30802 -0.04 0.03 0.06
C -4.34714 3.03741 -0.63257 0.01 0.02 0.02
C -1.52345 -2.34163 -2.36983 0.10 -0.03 -0.01
C -4.24899 3.52003 -1.93249 0.01 -0.03 -0.02
C 3.05739 -3.27468 -0.75267 0.09 0.06 -0.18
C -3.35541 -0.58844 -1.88080 -0.03 0.05 0.02
C -6.09014 1.53508 -1.34669 0.01 -0.01 -0.01
C -5.06698 3.01674 -2.93396 0.00 0.01 0.02
C -1.28045 1.19010 -3.58254 0.01 0.08 -0.03
C -2.53464 2.90455 3.29202 0.00 0.00 -0.01
C 1.65785 1.22844 3.11617 -0.03 0.03 -0.08
C 3.19606 0.11168 1.84859 -0.16 0.08 -0.08
C 1.71215 3.53542 1.87809 0.04 0.11 -0.01
C -4.15700 3.87008 4.80437 0.01 0.00 0.00
C 3.01553 1.38828 1.28081 0.02 0.03 -0.03
C -4.59802 2.60136 5.15114 -0.01 0.03 0.01
C 2.33799 0.00436 2.95914 0.07 0.02 0.06
C -4.00535 1.48686 4.57271 0.00 -0.02 -0.01
H 0.94056 3.73988 1.12001 0.03 -0.06 -0.02
H -6.78470 0.73680 -1.12043 -0.01 -0.01 0.00
H -1.42283 -4.20859 -1.29098 0.02 0.00 -0.01
H -4.34101 0.49359 4.84192 -0.01 -0.01 0.01
H -3.10898 4.56781 0.24720 -0.03 0.02 0.02
H 0.70904 2.67026 4.41936 -0.01 0.01 -0.03
H -2.20452 1.61523 -3.18187 0.00 -0.01 0.00
H -5.39682 2.48063 5.87228 -0.01 0.00 0.01
H 0.72018 -4.12070 -2.32737 -0.03 0.00 0.02
H -3.51193 4.27959 -2.16617 0.00 0.01 0.00
H 3.18670 -1.33244 4.45454 0.03 0.01 0.00
H 4.80630 1.61018 0.08774 0.00 -0.03 0.01
H -1.29591 1.36179 -4.66797 0.00 -0.03 -0.01
H 0.10863 -4.35034 -3.96019 -0.02 0.02 -0.01
H 5.93017 -2.58308 -2.57652 0.00 -0.01 0.00
H 1.70366 -1.50721 -4.77014 0.01 -0.01 0.02
H 2.08784 -2.11772 3.33478 0.01 0.01 -0.03
H -0.45877 1.80803 -3.19434 0.02 -0.02 0.01
H -0.20550 1.17617 4.29398 -0.02 -0.02 -0.02
H 1.45132 -1.07807 4.59696 -0.01 0.01 0.00
H -2.85498 -4.07270 -2.30109 0.00 0.01 -0.03
H -3.55008 0.46245 -2.10573 0.01 -0.01 0.00
H 4.67202 -0.67870 0.49042 0.00 0.02 -0.01
H 4.94392 -6.17824 -0.45396 0.00 0.01 0.00
H -2.79033 5.00819 3.60481 0.00 0.01 0.00
H 1.52641 -3.34972 -3.68078 0.01 0.02 0.00
H -2.51816 0.76798 3.19501 0.00 -0.01 0.01
H -4.96610 3.38593 -3.94649 0.00 0.00 -0.01
H -6.62277 1.62375 -3.42327 0.00 0.00 0.00
H -5.30656 1.62011 0.65039 -0.01 0.00 0.02
H 3.80388 3.04727 0.15404 0.00 0.01 0.02
H 3.79612 -1.91688 1.38162 -0.03 -0.01 0.02
H -2.75124 -3.16871 -0.79869 -0.01 0.02 0.00
H 5.04278 -0.97889 2.17979 0.00 0.03 0.02
H 3.34194 1.69941 -0.86748 -0.03 -0.02 0.00
H 1.35855 3.98419 2.81308 -0.02 -0.01 0.01
H -3.98598 3.54847 1.41532 0.05 -0.06 -0.03
H -4.60808 4.74710 5.25213 -0.01 0.00 0.01
H 1.67543 0.10416 -4.07764 -0.02 0.01 0.03
H 2.58494 4.11981 1.56767 0.03 -0.01 0.02
H -4.19806 -1.16103 -2.29376 0.00 -0.01 -0.01
H -1.10916 4.09879 2.19065 -0.04 -0.01 0.00
H 1.26463 1.22769 5.24022 0.02 -0.01 -0.01
H 0.68779 -0.26622 -5.48322 -0.02 0.00 -0.01
H -0.60002 2.43392 2.45503 0.06 -0.04 0.00
H -3.41156 -0.67294 -0.79030 0.02 -0.04 -0.01